Record 1
Below is the molecule C4H3ClIN, with properties calculated with the ωB97M-V functional and the def2-TZVPD basis.

Geometry (Å):
C 0.30 -1.50 -0.01
C -1.50 0.32 -0.01
C -0.23 -2.69 -0.02
C -2.64 -0.32 -0.04
N -0.21 -0.19 0.01
Cl -1.52 -3.70 0.01
I -4.58 0.35 0.00
H 1.38 -1.46 -0.02
H -1.46 1.41 -0.01
H 0.51 0.51 0.04

Calculated values
Gap between HOMO and LUMO (alpha / beta) = 8.5 / 6.7 eV
LUMO (alpha / beta) = 0.43 / -1.04 eV
Energy above the lowest of the compared OMol25 structures with the same formula, charge and spin = 172.1 kJ/mol
2S+1 = 3
⟨S²⟩ = 2.02

Löwdin population analysis, charges in e, atoms 1 to 8: -0.2500, -0.3346, -0.5589, -0.6195, -0.0357, 0.6746, 0.7876, 0.1055

Record 2
Below is a structure of composition C4H3ClO, with properties calculated with the ωB97M-V functional and the def2-TZVPD basis.

Geometry (Å):
C -0.53 -1.74 -0.14
C -0.21 -0.24 -0.36
C 0.47 0.85 -0.41
C 0.70 2.16 0.43
H 0.21 -2.55 -0.67
H -0.77 -1.90 1.01
H -0.05 3.32 0.73
O 1.98 2.11 0.85
Cl -1.81 -2.03 -1.44

Calculated values
Gap between HOMO and LUMO = 9.6 eV
LUMO = -0.56 eV
Energy above the lowest of the compared OMol25 structures with the same formula, charge and spin = 523.5 kJ/mol

Löwdin population analysis, charges in e, atoms 1 to 8: -0.5393, -0.1191, 0.0112, -0.1649, 0.1092, 0.1284, 0.2174, -0.1121

Record 3
Below is a structure of composition C4H3CsMgO6, with properties calculated with the ωB97M-V functional and the def2-TZVPD basis.

Geometry (Å):
O 0.98 -1.22 0.38
C 0.07 -0.53 0.90
O 0.02 0.72 0.81
O -0.93 -1.22 1.49
C -2.02 -0.56 2.03
O -4.25 -0.62 2.67
C -5.30 -1.43 3.07
C -3.23 -1.15 1.92
O -5.44 -2.54 2.57
O -6.18 -0.77 3.69
Cs 5.04 1.33 -1.07
Mg -8.13 -1.21 4.05
H -1.91 0.52 2.12
H -3.32 -2.20 1.66
H -4.08 -1.34 -0.46

Calculated values
Gap between HOMO and LUMO (alpha / beta) = 2.7 / 0.9 eV
LUMO (alpha / beta) = 0.38 / -0.42 eV
Energy above the lowest of the compared OMol25 structures with the same formula, charge and spin = 103.0 kJ/mol
2S+1 = 2
Charge = -1
⟨S²⟩ = 0.97

Löwdin population analysis, charges in e, atoms 1 to 8: -0.0900, -0.8259, -0.0788, -0.0003, -0.0787, -0.0162, -0.7861, -0.1599

Record 4
Below is a structure of composition C4H3F13FeN3O19S7, with properties calculated with the ωB97M-V functional and the def2-TZVPD basis.

Geometry (Å):
Fe 0.19 -0.11 -0.01
C -2.31 2.01 3.22
F -1.27 1.81 4.06
F -3.16 0.95 3.35
F -2.97 3.13 3.56
S -1.78 2.25 1.42
O -2.94 2.55 0.57
O -0.84 3.32 1.46
O -1.06 0.99 0.98
C -3.66 -1.91 -1.39
F -4.30 -1.55 -0.27
F -2.83 -3.00 -1.20
F -4.61 -2.09 -2.32
S -2.55 -0.37 -2.03
O -3.31 0.93 -1.86
O -1.43 -0.43 -1.13
O -2.19 -0.61 -3.42
C 1.17 4.08 -1.50
F 0.77 5.18 -2.09
F 2.36 3.76 -1.84
F 1.14 4.15 -0.22
S -0.08 2.66 -2.08
O 0.31 1.44 -1.30
O -1.45 3.10 -1.74
O 0.13 2.53 -3.55
N 1.82 0.50 0.75
S 2.38 0.96 2.14
O 2.41 2.35 2.28
O 3.39 0.04 2.68
F 1.21 0.54 3.15
S 3.47 0.77 0.08
O 4.50 -0.18 0.43
O 3.94 2.14 -0.23
F 3.03 0.42 -1.44
N -0.05 -1.67 1.02
S 1.15 -2.90 1.61
O 1.01 -4.16 0.93
O 1.48 -2.89 3.02
F 2.39 -2.19 0.99
S -1.10 -2.22 2.15
O -0.88 -1.63 3.45
O -1.70 -3.55 2.04
F -2.26 -1.35 1.58
C 1.46 -3.51 -2.41
N 1.48 -1.99 -2.46
O 1.00 -1.24 -1.56
O 1.99 -1.46 -3.49
H 2.46 -3.77 -2.04
H 1.48 -3.85 -3.45
H 0.62 -3.95 -1.88

Calculated values
Gap between HOMO and LUMO (alpha / beta) = 4.6 / 6.7 eV
LUMO (alpha / beta) = 6.27 / 5.52 eV
2S+1 = 7
Charge = -3
⟨S²⟩ = 12.02

Löwdin population analysis, charges in e, atoms 1 to 8: 0.9376, -0.6023, 0.1132, 0.0998, 0.1077, 0.5778, -0.2781, -0.2771

Record 5
Below is the molecule C4H3F2N3O2, with properties calculated with the ωB97M-V functional and the def2-TZVPD basis.

Geometry (Å):
O -2.40 1.65 -0.48
N -2.46 0.47 -0.21
O -3.43 -0.23 -0.25
C -1.16 -0.13 0.16
F -1.36 -1.34 0.75
C -0.27 -0.42 -1.22
N 0.97 -0.38 -1.18
C 1.66 -0.04 0.03
F 2.82 0.56 -0.30
N 0.95 0.81 0.93
C -0.30 0.80 0.98
H -0.81 -0.66 -2.12
H 1.93 -0.98 0.54
H -0.79 1.51 1.64

Calculated values
Gap between HOMO and LUMO = 9.8 eV
LUMO = -0.65 eV
Energy above the lowest of the compared OMol25 structures with the same formula, charge and spin = 0.0 kJ/mol
SMILES = O=[N+]([O-])[C@]1(F)C=N[C@H](F)N=C1

Löwdin population analysis, charges in e, atoms 1 to 8: 0.1082, -0.3599, 0.1377, -0.3130, 0.0942, 0.0152, 0.1494, -0.4278

Record 6
Below is the molecule C4H3F3, with properties calculated with the ωB97M-V functional and the def2-TZVPD basis.

Geometry (Å):
C 0.12 -0.95 -0.24
C -1.17 -1.01 0.04
C 0.85 0.30 0.02
C -0.14 1.43 0.35
F 0.74 -2.11 -0.80
F -2.06 -1.88 -0.31
F -0.27 1.90 1.50
H 1.75 0.24 0.66
H 1.28 0.54 -0.96
H -1.10 1.54 -0.24

Calculated values
Gap between HOMO and LUMO (alpha / beta) = 10.2 / 7.4 eV
LUMO (alpha / beta) = 0.29 / -1.02 eV
Energy above the lowest of the compared OMol25 structures with the same formula, charge and spin = 422.6 kJ/mol

Löwdin population analysis, charges in e, atoms 1 to 8: -0.2678, -0.0115, -0.1420, -0.1647, -0.0075, 0.0991, 0.1090, 0.1349

Record 7
Below is the molecule C4H3F3, with properties calculated with the ωB97M-V functional and the def2-TZVPD basis.

Geometry (Å):
C 1.34 1.17 -1.28
C 0.23 0.51 -0.70
C -0.23 -0.42 0.60
F 0.78 -0.37 1.51
C -1.30 -1.20 1.18
F -1.19 -1.71 2.38
F -2.43 -1.51 0.57
H 1.15 1.76 -2.15
H 2.34 1.10 -0.87
H -0.70 0.68 -1.24

Calculated values
Gap between HOMO and LUMO = 9.4 eV
LUMO = 0.41 eV
Energy above the lowest of the compared OMol25 structures with the same formula, charge and spin = 212.7 kJ/mol
SMILES = C=CC(F)=C(F)F

Löwdin population analysis, charges in e, atoms 1 to 8: 0.0276, -0.0439, -0.0992, -0.0050, -0.3036, 0.1521, 0.1292, 0.0389

Record 8
Below is the molecule C4H3FN2, with properties calculated with the ωB97M-V functional and the def2-TZVPD basis.

Geometry (Å):
F -2.60 -0.47 0.00
C -1.56 0.30 0.00
C -0.25 -0.12 0.00
C 0.71 0.88 -0.10
N 1.95 0.47 0.04
N 1.84 -0.93 0.06
C 0.56 -1.20 -0.08
H -1.70 1.36 0.31
H 0.56 1.96 -0.16
H 0.48 -2.25 -0.06

Calculated values
Gap between HOMO and LUMO = 8.6 eV
LUMO = -1.28 eV
Energy above the lowest of the compared OMol25 structures with the same formula, charge and spin = 325.8 kJ/mol
SMILES = FC=C1C=NN=C1

Löwdin population analysis, charges in e, atoms 1 to 8: 0.1370, -0.0279, -0.2258, -0.1790, 0.0364, 0.0442, -0.1605, 0.1529

Record 9
Below is the ion C4H3FN3O2 with charge -1, with properties calculated with the ωB97M-V functional and the def2-TZVPD basis.

Geometry (Å):
C -0.72 0.32 -0.45
H 0.56 0.42 1.23
F -1.09 -0.67 -1.45
C 0.59 -0.08 0.24
H -0.56 1.29 -0.94
C -1.92 0.42 0.55
N -3.08 0.73 0.29
N 1.77 0.53 -0.47
O 2.44 -0.16 -1.21
O 1.93 1.72 -0.29
C 0.80 -1.52 0.42
N 0.97 -2.64 0.62
H -1.67 -0.35 1.47

Calculated values
Gap between HOMO and LUMO (alpha / beta) = 5.4 / 5.4 eV
LUMO (alpha / beta) = 2.84 / 2.84 eV
Energy above the lowest of the compared OMol25 structures with the same formula, charge and spin = 508.5 kJ/mol
Charge = -1

Löwdin population analysis, charges in e, atoms 1 to 8: -0.2749, 0.1548, -0.0692, -0.2001, 0.1319, -0.5230, -0.0534, -0.3813

Record 10
Below is a structure of composition C4H3FO5Ru, with properties calculated with the ωB97M-V functional and the def2-TZVPD basis.

Geometry (Å):
O 0.22 1.78 -3.28
C 0.49 2.38 -4.25
O 0.74 2.95 -5.21
O -0.55 -0.38 -0.36
C 0.28 -1.41 3.24
C -1.04 -0.64 0.73
O 0.88 -1.89 4.15
O -0.83 -1.95 2.73
C -1.02 -2.02 1.33
Ru -0.36 1.04 -1.58
F -1.84 0.20 1.31
H 0.61 -0.53 2.58
H -0.21 -2.57 0.83
H -1.98 -2.50 1.11

Calculated values
Gap between HOMO and LUMO (alpha / beta) = 10.9 / 6.8 eV
LUMO (alpha / beta) = -13.57 / -17.32 eV
Energy above the lowest of the compared OMol25 structures with the same formula, charge and spin = 0.0 kJ/mol
2S+1 = 6
Charge = +3
⟨S²⟩ = 8.76

Löwdin population analysis, charges in e, atoms 1 to 8: -0.0028, -0.2368, 0.4325, -0.0477, -0.0669, -0.3444, 0.5546, 0.1176

Record 11
Below is a structure of composition C4H3I, with properties calculated with the ωB97M-V functional and the def2-TZVPD basis.

Geometry (Å):
C -0.28 -0.13 -0.14
C -0.16 1.21 0.16
C 0.29 -1.41 -0.15
C 0.59 2.14 0.23
I -2.45 -0.52 -0.14
H -0.31 -2.40 -0.03
H 1.27 -1.89 -0.38
H 1.04 3.00 0.45

Calculated values
Gap between HOMO and LUMO = 8.7 eV
LUMO = -0.24 eV
Energy above the lowest of the compared OMol25 structures with the same formula, charge and spin = 194.0 kJ/mol

Löwdin charges, unit e, in atom order: -0.6603, -0.2681, -0.0944, 0.1804, 0.7285, 0.0507, 0.0621, 0.0009

Record 12
Below is the molecule C4H3I, with properties calculated with the ωB97M-V functional and the def2-TZVPD basis.

Geometry (Å):
C -1.44 0.69 0.35
C -0.67 -0.11 -0.45
C 0.70 -0.37 -0.18
C 1.90 -0.62 -0.02
I 4.07 -1.02 0.32
H -1.00 1.18 1.20
H -2.48 0.86 0.12
H -1.07 -0.61 -1.34

Calculated values
Gap between HOMO and LUMO = 8.4 eV
LUMO = -0.58 eV
Energy above the lowest of the compared OMol25 structures with the same formula, charge and spin = 59.8 kJ/mol
SMILES = C=CC#CI

Löwdin charges, unit e, in atom order: 0.0329, -0.2019, -0.2155, -0.4898, 0.6667, 0.0570, 0.0489, 0.1017